{"formula": "C6H11N", "method": "wB97M-V/def2-TZVPD", "smiles": "CC(C)[C@@H](C)C#N", "de_lowest_kj_mol": 8.2, "e_homo_ha": -0.4171, "gap_ev": 12.28, "mol_weight_g_mol": 97.161, "multiplicity": 1, "species": ["C", "C", "C", "C", "C", "C", "N", "H", "H", "H", "H", "H", "H", "H", "H", "H", "H", "H"], "coordinates": [[1.860, -0.628, 0.032], [0.566, 0.104, 0.438], [0.620, 1.529, -0.135], [-0.713, -0.715, 0.022], [-2.068, -0.263, 0.617], [-0.783, -0.683, -1.447], [-0.762, -0.578, -2.599], [1.974, -1.596, 0.532], [2.756, -0.039, 0.272], [1.881, -0.793, -1.052], [0.541, 0.199, 1.532], [1.507, 2.027, 0.274], [-0.249, 2.141, 0.130], [0.717, 1.536, -1.228], [-0.584, -1.772, 0.304], [-2.887, -0.923, 0.299], [-2.040, -0.292, 1.711], [-2.335, 0.749, 0.298]]}

---

{"formula": "C6H11N", "method": "wB97M-V/def2-TZVPD", "smiles": "C=CC(N)=C(C)C", "de_lowest_kj_mol": 101.4, "e_homo_ha": -0.2761, "gap_ev": 8.55, "mol_weight_g_mol": 97.161, "multiplicity": 1, "species": ["C", "N", "C", "C", "C", "C", "C", "H", "H", "H", "H", "H", "H", "H", "H", "H", "H", "H"], "coordinates": [[-1.616, 1.047, -1.076], [0.985, 1.561, 0.214], [0.425, 0.278, 0.167], [-0.740, 0.003, -0.446], [-1.231, -1.417, -0.616], [2.409, -0.644, 1.330], [1.120, -0.707, 1.019], [-1.932, 0.699, -2.065], [-1.196, 2.040, -1.192], [-2.551, 1.128, -0.507], [1.511, 1.779, 1.044], [0.418, 2.315, -0.128], [-2.299, -1.415, -0.816], [-0.692, -1.917, -1.419], [-1.067, -2.024, 0.275], [2.948, -1.350, 1.943], [3.026, 0.105, 0.849], [0.483, -1.480, 1.424]]}

---

{"formula": "C6H11N", "method": "wB97M-V/def2-TZVPD", "smiles": "C=C/C(=C/C)NC", "de_lowest_kj_mol": 341.2, "e_homo_ha": -0.2622, "gap_ev": 8.13, "mol_weight_g_mol": 97.161, "multiplicity": 1, "species": ["C", "N", "C", "C", "C", "C", "C", "H", "H", "H", "H", "H", "H", "H", "H", "H", "H", "H"], "coordinates": [[-1.871, 0.486, 0.768], [-1.186, 0.096, -0.515], [0.175, 0.423, -0.675], [1.002, -0.499, -1.257], [0.766, -1.969, -1.004], [1.312, 1.225, 1.367], [0.697, 1.519, 0.211], [-2.891, 0.093, 0.678], [-1.996, 1.589, 0.758], [-1.346, -0.005, 1.592], [-1.843, -0.561, -0.885], [1.863, -0.256, -1.920], [1.485, -2.358, -0.297], [1.041, -2.481, -1.959], [-0.291, -2.115, -0.818], [1.524, 2.119, 1.946], [1.408, 0.225, 1.791], [0.154, 2.466, 0.217]]}

---

{"formula": "C6H11N", "method": "wB97M-V/def2-TZVPD", "smiles": "C[C@@H]1C[C@H]1C.C#N", "de_lowest_kj_mol": 249.2, "e_homo_ha": -0.3571, "gap_ev": 10.62, "mol_weight_g_mol": 97.161, "multiplicity": 1, "species": ["C", "C", "C", "C", "C", "C", "N", "H", "H", "H", "H", "H", "H", "H", "H", "H", "H", "H"], "coordinates": [[0.134, 0.693, 1.546], [0.647, -0.345, 0.622], [0.344, -1.816, 0.578], [-0.062, 0.822, 0.008], [0.667, 1.454, -1.187], [-1.984, -0.684, -1.188], [-1.762, -0.576, -2.314], [-2.231, -0.796, -0.153], [0.774, 1.310, 2.162], [-0.788, 0.408, 2.070], [1.700, -0.162, 0.425], [1.069, -2.354, 1.193], [0.438, -2.180, -0.449], [-0.649, -2.083, 0.944], [-1.122, 0.891, -0.130], [-0.010, 2.005, -1.852], [1.494, 2.110, -0.913], [1.076, 0.642, -1.810]]}

---

{"formula": "C6H11N", "method": "wB97M-V/def2-TZVPD", "smiles": "C=N/C=C/CCC", "de_lowest_kj_mol": 342.5, "e_homo_ha": -0.2855, "gap_ev": 7.76, "mol_weight_g_mol": 97.161, "multiplicity": 1, "species": ["C", "C", "C", "C", "C", "N", "C", "H", "H", "H", "H", "H", "H", "H", "H", "H", "H", "H"], "coordinates": [[1.261, -2.361, -0.165], [1.035, -1.508, 1.048], [0.855, -0.001, 0.846], [0.037, 0.422, -0.337], [-0.955, 1.320, -0.228], [-1.767, 1.628, -1.363], [-2.474, 2.714, -1.261], [1.444, -3.373, 0.190], [2.061, -1.969, -0.751], [0.356, -2.383, -0.765], [1.909, -1.539, 1.716], [0.242, -1.833, 1.710], [1.905, 0.266, 0.648], [0.563, 0.546, 1.738], [0.406, 0.198, -1.334], [-1.466, 1.625, 0.690], [-3.244, 2.684, -0.488], [-2.169, 3.563, -1.894]]}

---

{"formula": "C6H11N", "method": "wB97M-V/def2-TZVPD", "smiles": "CN=C(C)C.C#C", "de_lowest_kj_mol": 456.5, "e_homo_ha": -0.3024, "gap_ev": 9.14, "mol_weight_g_mol": 97.161, "multiplicity": 1, "species": ["C", "C", "C", "C", "C", "C", "N", "H", "H", "H", "H", "H", "H", "H", "H", "H", "H", "H"], "coordinates": [[2.802, 1.343, -0.599], [0.082, -1.586, -0.949], [2.438, 0.369, 0.011], [-0.588, -0.616, -0.076], [-2.028, -0.829, 0.094], [-0.342, 1.499, 1.020], [0.087, 0.382, 0.388], [2.977, 2.298, -0.896], [-0.423, -1.627, -1.860], [-0.083, -2.544, -0.500], [1.134, -1.258, -1.134], [2.195, -0.549, 0.316], [-2.358, -0.627, 1.199], [-2.310, -1.868, -0.145], [-2.365, -0.117, -0.725], [-1.270, 2.016, 0.862], [-0.496, 1.526, 2.151], [0.547, 2.187, 0.843]]}

---

{"formula": "C6H11N", "method": "wB97M-V/def2-TZVPD", "smiles": "CCC(C)(C)C#N", "de_lowest_kj_mol": 50.2, "e_homo_ha": -0.4128, "gap_ev": 12.05, "mol_weight_g_mol": 97.161, "multiplicity": 1, "species": ["C", "C", "C", "C", "C", "C", "N", "H", "H", "H", "H", "H", "H", "H", "H", "H", "H", "H"], "coordinates": [[2.146, 0.111, -0.188], [0.891, -0.683, 0.185], [-0.444, 0.106, 0.245], [-1.649, -0.839, 0.230], [-0.670, 0.933, -1.021], [-0.596, 0.772, 1.554], [-0.780, 1.155, 2.632], [2.116, 0.463, -1.225], [3.034, -0.526, -0.096], [2.295, 0.979, 0.464], [1.038, -1.158, 1.161], [0.753, -1.494, -0.543], [-1.533, -1.620, 0.992], [-2.556, -0.260, 0.449], [-1.725, -1.179, -0.839], [-1.546, 1.583, -0.937], [0.192, 1.540, -1.330], [-0.966, 0.116, -1.732]]}

---

{"formula": "C6H11N", "method": "wB97M-V/def2-TZVPD", "de_lowest_kj_mol": 486.4, "e_homo_ha": -0.2744, "gap_ev": 7.16, "mol_weight_g_mol": 97.161, "multiplicity": 1, "species": ["C", "C", "C", "C", "C", "C", "N", "H", "H", "H", "H", "H", "H", "H", "H", "H", "H", "H"], "coordinates": [[1.644, 1.010, -0.364], [1.371, 0.050, 0.785], [0.067, -0.734, 0.593], [-0.837, -0.800, -0.470], [-1.730, 0.121, 0.216], [-2.794, -0.161, 1.012], [1.836, 0.361, -1.678], [0.752, 1.646, -0.372], [2.441, 1.743, -0.249], [2.100, -0.777, 0.779], [1.434, 0.654, 1.707], [0.006, -1.537, 1.347], [-1.230, -1.766, -0.794], [-1.480, 1.181, 0.136], [-3.457, -1.030, 0.901], [-3.390, 0.644, 1.434], [2.605, -0.290, -1.569], [1.006, -0.155, -1.938]]}

---

{"formula": "C6H11N", "method": "wB97M-V/def2-TZVPD", "de_lowest_kj_mol": 140.4, "total_charge": 1, "e_homo_ha": [-0.4925, -0.4919], "gap_ev": [9.62, 5.82], "mol_weight_g_mol": 97.161, "multiplicity": 2, "species": ["C", "C", "N", "C", "C", "C", "C", "H", "H", "H", "H", "H", "H", "H", "H", "H", "H", "H"], "coordinates": [[-0.338, -2.099, 1.971], [-0.810, -0.944, 1.394], [-0.505, 0.328, 1.761], [-0.743, 1.313, 0.679], [1.221, 0.302, -2.492], [0.731, 0.245, -1.071], [-0.270, 1.067, -0.714], [0.432, -2.177, 2.730], [-0.631, -3.085, 1.630], [-1.428, -0.988, 0.509], [0.325, 0.323, 2.351], [-1.840, 1.371, 0.637], [-0.442, 2.281, 1.069], [0.725, -0.413, -3.165], [1.059, 1.248, -2.980], [2.267, -0.043, -2.549], [0.915, -0.524, -0.341], [-0.667, 1.795, -1.419]]}

---

{"formula": "C6H11N", "method": "wB97M-V/def2-TZVPD", "de_lowest_kj_mol": 162.9, "total_charge": 1, "e_homo_ha": [-0.4735, -0.5256], "gap_ev": [9.13, 7.86], "mol_weight_g_mol": 97.161, "multiplicity": 2, "species": ["C", "N", "C", "C", "C", "C", "C", "H", "H", "H", "H", "H", "H", "H", "H", "H", "H", "H"], "coordinates": [[2.086, 2.274, -0.996], [2.094, 0.856, -1.390], [1.170, -0.075, -0.967], [0.116, 0.165, -0.124], [-0.485, -1.014, 0.441], [-1.410, -0.937, 1.363], [-2.609, -1.828, 1.395], [1.542, 2.190, -0.063], [3.027, 2.822, -0.979], [1.315, 2.987, -1.599], [2.716, 0.745, -2.086], [1.173, -1.155, -1.321], [-0.357, 1.239, -0.073], [-0.154, -2.011, 0.019], [-1.483, -0.156, 2.137], [-2.991, -2.080, 2.470], [-2.444, -2.833, 0.981], [-3.306, -1.190, 0.792]]}

---

{"formula": "C6H11N", "method": "wB97M-V/def2-TZVPD", "de_lowest_kj_mol": 337.5, "total_charge": 1, "e_homo_ha": [-0.4658, -0.4616], "gap_ev": [8.52, 4.86], "mol_weight_g_mol": 97.161, "multiplicity": 2, "species": ["C", "C", "N", "C", "C", "C", "C", "H", "H", "H", "H", "H", "H", "H", "H", "H", "H", "H"], "coordinates": [[-2.311, -0.436, 2.557], [-1.428, -0.883, 1.612], [-0.630, -0.005, 0.924], [0.798, -0.367, 0.796], [0.874, 0.732, -2.839], [1.205, 0.811, -1.374], [1.470, -0.214, -0.543], [-2.070, 0.414, 3.188], [-3.305, -0.906, 2.643], [-1.647, -1.825, 1.119], [-1.158, 0.844, 0.750], [0.911, -1.430, 1.115], [1.327, 0.114, 1.613], [1.439, 1.566, -3.292], [-0.094, 1.103, -3.117], [1.359, -0.205, -3.190], [1.318, 1.815, -0.951], [1.943, -1.130, -1.011]]}

---

{"formula": "C6H11N2", "method": "wB97M-V/def2-TZVPD", "de_lowest_kj_mol": 441.6, "total_charge": 1, "e_homo_ha": -0.5289, "gap_ev": 10.19, "mol_weight_g_mol": 111.168, "multiplicity": 1, "species": ["C", "C", "C", "C", "C", "C", "N", "N", "H", "H", "H", "H", "H", "H", "H", "H", "H", "H", "H"], "coordinates": [[0.832, -1.441, -0.215], [-0.227, -0.845, -0.464], [2.245, -1.158, -0.099], [2.200, 0.468, 0.260], [0.965, 1.210, -0.344], [-0.340, 0.515, -0.210], [-1.492, 1.032, 0.158], [-3.167, -0.781, 0.022], [2.770, -1.801, 0.490], [2.681, -1.297, -1.018], [2.090, 0.507, 1.323], [3.203, 0.898, 0.235], [0.871, 2.210, 0.077], [1.131, 1.485, -1.356], [-1.506, 1.820, 0.703], [-2.443, 0.467, 0.069], [-2.487, -1.420, -0.341], [-4.094, -0.741, -0.245], [-3.233, -1.129, 0.955]]}

---

no.,DFT total energy (hartree)
1,-289.96856
2,-289.93306
3,-289.84172
4,-289.87675
5,-289.84123
6,-289.79782
7,-289.95256
8,-289.78644
9,-289.61513
10,-289.60656
11,-289.54004
12,-344.34693